Entry 1:
Molecular formula: C45H45N5O2P2Pt
Method: DFT, ωB97M-V/def2-TZVPD

Structure (XYZ):
```
100
Properties=species:S:1:pos:R:3:lowdin_charge:R:1
Pt 0.672 0.284 -0.275 0.7991
C -0.766 2.378 2.007 -0.2047
P 0.509 1.121 1.770 0.8290
C 2.101 1.999 2.085 -0.3690
N 2.193 2.819 3.099 0.1451
C 3.383 3.444 3.299 -0.1996
C 3.530 4.331 4.389 -0.0084
C 4.726 4.954 4.597 -0.0664
C 5.820 4.724 3.730 -0.0674
C 5.701 3.878 2.666 -0.0115
C 4.473 3.218 2.431 -0.2006
N 4.347 2.394 1.358 0.1443
C 3.196 1.796 1.186 -0.3764
P 2.901 0.801 -0.334 0.8248
C 3.417 2.017 -1.594 -0.2347
C 4.200 -0.523 -0.445 -0.7036
C 3.893 -1.308 -1.728 -0.0967
C 5.630 0.020 -0.494 -0.0880
C 4.027 -1.457 0.753 -0.0967
C 0.337 -0.054 3.198 -0.6776
C -0.894 -0.936 2.959 -0.0903
C 1.593 -0.926 3.239 -0.0948
C 0.176 0.707 4.520 -0.0810
H -0.570 2.958 2.908 0.0470
H -1.734 1.878 2.062 0.0478
H -0.782 3.021 1.129 0.0537
H 2.677 4.490 5.035 0.1170
H 4.845 5.632 5.431 0.1073
H 6.758 5.231 3.915 0.1070
H 6.520 3.691 1.984 0.1151
H 4.425 2.373 -1.384 0.0416
H 2.731 2.864 -1.563 0.0495
H 3.384 1.574 -2.589 0.0375
H 3.988 -0.691 -2.624 0.0745
H 2.888 -1.733 -1.693 0.0498
H 4.609 -2.129 -1.819 0.0922
H 5.842 0.507 -1.446 0.0775
H 6.328 -0.815 -0.393 0.0873
H 5.828 0.731 0.306 0.0611
H 3.013 -1.862 0.778 0.0398
H 4.229 -0.949 1.699 0.0786
H 4.726 -2.292 0.663 0.0922
H -0.945 -1.310 1.934 0.0470
H -1.814 -0.388 3.161 0.0636
H -0.856 -1.786 3.647 0.0929
H 1.704 -1.491 2.310 0.0387
H 1.509 -1.635 4.065 0.0922
H 2.502 -0.338 3.394 0.0764
H -0.815 1.156 4.597 0.0812
H 0.919 1.491 4.652 0.0597
H 0.282 -0.003 5.344 0.0896
O -2.754 -4.969 -5.045 0.0844
N -2.381 -4.985 -3.892 -0.3270
O -2.592 -5.903 -3.126 0.0778
C -1.554 -3.845 -3.424 -0.0466
C -1.355 -2.874 -4.333 0.0762
C -0.628 -1.693 -4.004 -0.1293
C -0.494 -0.658 -4.938 -0.0069
C 0.113 0.506 -4.555 -0.0225
C 0.535 0.623 -3.233 -0.1207
N 0.446 -0.350 -2.338 -0.0416
C -0.104 -1.533 -2.713 -0.1307
C -0.176 -2.659 -1.792 -0.1509
N 0.569 -2.585 -0.680 0.0983
C 0.487 -3.546 0.209 -0.1249
C -0.352 -4.650 0.053 -0.0251
C -1.061 -4.785 -1.111 0.0184
C -0.963 -3.791 -2.105 -0.0433
H -1.791 -2.972 -5.316 0.1356
H -0.893 -0.784 -5.937 0.1273
H 0.224 1.344 -5.227 0.1166
H 0.933 1.561 -2.867 0.0962
H 1.111 -3.451 1.091 0.1012
H -0.417 -5.401 0.828 0.1109
H -1.683 -5.647 -1.272 0.1028
C -1.291 0.058 -0.233 -0.2906
C -2.501 0.128 -0.450 -0.1842
C -3.861 0.198 -0.688 -0.2121
C -4.306 -0.047 -2.045 -0.1854
C -5.605 -0.492 -2.368 -0.0522
C -5.984 -0.742 -3.674 -0.1055
C -5.093 -0.563 -4.731 -0.1247
C -3.806 -0.130 -4.436 -0.1227
C -3.418 0.116 -3.131 -0.0488
C -4.744 0.535 0.423 -0.1878
C -4.366 0.243 1.747 -0.0586
C -5.143 0.609 2.832 -0.1126
C -6.346 1.280 2.647 -0.1279
C -6.744 1.574 1.348 -0.1079
C -5.964 1.215 0.261 -0.0554
H -6.316 -0.666 -1.570 0.1042
H -6.990 -1.093 -3.872 0.0954
H -5.396 -0.752 -5.752 0.0861
H -3.101 0.043 -5.245 0.0816
H -2.417 0.478 -2.920 0.0884
H -3.445 -0.308 1.896 0.0753
H -4.816 0.353 3.834 0.0912
H -6.961 1.562 3.492 0.0866
H -7.673 2.106 1.177 0.0946
H -6.290 1.489 -0.734 0.1042
```

Summary:
Energy relative to the best compared isomer or geometry (same formula, charge and spin)   0.0 kJ/mol
Strongest force on any atom   0.4 eV Å⁻¹
LUMO level (alpha / beta)   -1.243 / -1.244 eV


Entry 2:
Molecular formula: C45H46BCl2F5N8O2
Method: DFT, ωB97M-V/def2-TZVPD

Structure (XYZ):
```
109
Properties=species:S:1:pos:R:3:lowdin_charge:R:1
C 1.833 2.633 3.845 0.0178
B 0.918 1.642 3.036 -0.4491
O 1.117 0.295 3.113 0.1766
C -0.276 2.116 2.055 -0.2231
C -1.483 2.639 2.836 -0.3346
F -2.247 3.460 2.050 0.0915
F -1.103 3.384 3.913 0.1294
C -2.448 1.519 3.347 -0.5100
F -1.794 0.381 3.599 0.1905
F -3.419 1.260 2.457 0.1353
F -3.050 1.903 4.483 0.1600
C -0.668 1.059 0.977 -0.0651
C 0.163 1.416 -0.284 -0.2060
C 0.733 0.279 -1.107 -0.6007
Cl 0.193 -1.332 -0.721 0.7510
C 1.545 0.380 -2.172 -0.7080
C 2.067 -0.777 -2.980 -0.1442
Cl 2.007 1.959 -2.730 0.7216
C 1.127 2.440 0.308 -0.4137
O 2.325 2.577 0.185 0.0703
N 0.327 3.174 1.200 0.1635
H 2.841 2.653 3.416 0.0775
H 1.466 3.663 3.809 0.0640
H 1.892 2.349 4.900 0.0776
H 1.823 0.087 3.737 0.1176
H -1.717 1.216 0.719 0.1144
H -0.568 0.040 1.333 0.0837
H -0.496 1.987 -0.948 0.1170
H 1.252 -1.373 -3.397 0.0798
H 2.656 -1.415 -2.309 0.0788
H 2.735 -0.446 -3.771 0.0323
H 0.801 3.936 1.669 0.1431
C 6.934 4.374 0.795 -0.0855
C 7.041 5.618 1.398 -0.0821
C 5.881 6.238 1.837 -0.1661
N 4.666 5.708 1.710 0.0506
C 4.577 4.511 1.126 -0.1499
C 5.678 3.808 0.656 -0.0650
H 7.816 3.857 0.439 0.1023
H 8.001 6.099 1.527 0.0975
H 5.924 7.211 2.316 0.0993
H 3.584 4.087 1.024 0.0689
H 5.542 2.841 0.190 0.1033
C -5.915 -1.452 1.149 -0.0745
C -4.741 -0.906 0.654 -0.0549
C -4.272 -1.356 -0.571 -0.1413
N -4.880 -2.294 -1.297 0.0399
C -6.005 -2.810 -0.805 -0.1538
C -6.563 -2.425 0.405 -0.0709
H -6.315 -1.132 2.104 0.0991
H -4.194 -0.157 1.199 0.0717
H -3.356 -0.954 -0.993 0.1062
H -6.481 -3.571 -1.415 0.1049
H -7.481 -2.880 0.752 0.1006
C -1.802 5.893 -0.975 -0.0715
C -2.615 5.170 -0.118 -0.0740
C -2.883 3.844 -0.423 -0.1653
N -2.402 3.225 -1.499 0.0582
C -1.627 3.936 -2.318 -0.1602
C -1.294 5.263 -2.101 -0.0658
H -1.566 6.929 -0.769 0.1057
H -3.033 5.620 0.773 0.1039
H -3.511 3.245 0.226 0.0994
H -1.249 3.405 -3.186 0.1041
H -0.653 5.787 -2.796 0.1022
C 6.512 -3.022 -6.263 -0.0830
C 6.561 -1.745 -5.728 -0.0742
C 5.375 -1.161 -5.308 -0.1503
N 4.188 -1.758 -5.393 0.0545
C 4.157 -2.984 -5.911 -0.1463
C 5.285 -3.658 -6.357 -0.0740
H 7.415 -3.513 -6.602 0.1039
H 7.496 -1.210 -5.636 0.1002
H 5.372 -0.163 -4.880 0.1052
H 3.178 -3.447 -5.969 0.1060
H 5.199 -4.654 -6.767 0.1001
C -2.196 -6.757 -0.344 -0.0871
C -3.059 -5.722 -0.667 -0.0719
C -2.520 -4.513 -1.083 -0.1433
N -1.207 -4.296 -1.183 0.0436
C -0.386 -5.298 -0.872 -0.1537
C -0.831 -6.543 -0.449 -0.0783
H -2.580 -7.715 -0.015 0.1014
H -4.132 -5.845 -0.599 0.0963
H -3.162 -3.676 -1.347 0.0696
H 0.674 -5.093 -0.960 0.0749
H -0.120 -7.322 -0.204 0.0903
C 5.348 -6.939 -1.836 -0.0813
C 5.348 -5.747 -1.131 -0.0724
C 4.147 -5.290 -0.608 -0.1464
N 2.990 -5.933 -0.748 0.0538
C 3.006 -7.076 -1.431 -0.1505
C 4.152 -7.621 -1.990 -0.0716
H 6.264 -7.330 -2.259 0.1043
H 6.257 -5.180 -0.987 0.1006
H 4.106 -4.362 -0.049 0.1054
H 2.049 -7.577 -1.537 0.0962
H 4.104 -8.555 -2.534 0.1010
C -6.320 2.602 4.358 -0.0728
C -7.239 2.010 3.507 -0.0693
C -8.589 2.172 3.776 -0.1559
N -9.056 2.865 4.812 0.0515
C -8.162 3.429 5.621 -0.1571
C -6.790 3.330 5.439 -0.0690
H -5.260 2.501 4.182 0.0783
H -6.917 1.436 2.647 0.0901
H -9.339 1.726 3.130 0.1025
H -8.569 3.987 6.457 0.1018
H -6.110 3.811 6.129 0.1014
```

Summary:
Strongest force on any atom   1.0 eV Å⁻¹
LUMO level   0.383 eV
SMILES   CB(O)[C@]1(C(F)(F)C(F)(F)F)C[C@H](/C(Cl)=C(/C)Cl)C(=O)N1.c1ccncc1.c1ccncc1.c1ccncc1.c1ccncc1.c1ccncc1.c1ccncc1.c1ccncc1


Entry 3:
Molecular formula: C45H46BiBrN5O7PS2Sb
Method: DFT, ωB97M-V/def2-TZVPD

Structure (XYZ):
```
109
Properties=species:S:1:pos:R:3:lowdin_charge:R:1
Bi -0.251 0.152 -0.208 1.7252
O 2.663 -2.358 -2.722 0.0775
C 3.815 -2.026 -2.132 -0.2599
C 4.974 -2.698 -2.535 -0.0209
C 6.194 -2.422 -1.958 -0.1048
C 6.294 -1.450 -0.971 -0.1126
C 5.164 -0.769 -0.573 -0.0400
C 3.916 -1.038 -1.134 -0.0687
C 2.738 -0.315 -0.632 -0.4044
O 1.553 -0.706 -1.059 -0.2830
N 2.952 0.632 0.199 0.0705
N 2.093 1.272 0.962 -0.0367
C 1.559 2.408 0.722 -0.1606
C 1.603 3.170 -0.534 -0.1665
C 2.262 4.394 -0.558 -0.0575
C 2.382 5.122 -1.726 -0.1215
C 1.872 4.600 -2.906 -0.0987
C 1.199 3.398 -2.901 -0.0161
C 1.007 2.673 -1.712 -0.3740
O 0.208 1.623 -1.756 -0.3210
H 1.947 -1.862 -2.266 0.0793
H 4.878 -3.442 -3.311 0.1108
H 7.072 -2.970 -2.272 0.0943
H 7.254 -1.224 -0.526 0.0894
H 5.216 -0.009 0.191 0.1035
H 1.067 2.852 1.586 0.1103
H 2.711 4.766 0.354 0.1074
H 2.885 6.079 -1.719 0.0872
H 2.002 5.143 -3.832 0.0963
H 0.791 2.974 -3.806 0.1038
C -2.097 3.596 -1.285 -0.0124
C -2.968 2.504 -0.764 -0.3120
C -4.319 2.455 -1.096 -0.0306
C -5.076 1.375 -0.683 -0.0527
C -4.486 0.436 0.146 -0.1309
C -3.147 0.578 0.473 -0.5077
N -2.412 1.568 -0.004 -0.0602
Sb -2.469 -0.780 2.102 1.4713
C -1.966 0.939 3.324 -0.4445
C -1.564 0.821 4.651 -0.1172
C -1.144 1.957 5.315 -0.0738
C -1.141 3.169 4.639 -0.0399
C -1.566 3.195 3.317 -0.3472
C -1.616 4.459 2.517 -0.0297
N -1.967 2.095 2.692 0.0743
C -0.528 -1.659 2.711 -0.4720
C -0.553 -3.014 3.009 -0.1380
C 0.648 -3.644 3.278 -0.0627
C 1.797 -2.877 3.312 -0.0304
C 1.716 -1.507 3.079 -0.3194
C 2.927 -0.639 3.177 -0.0423
N 0.562 -0.926 2.758 0.0772
H -2.681 4.469 -1.567 0.0860
H -1.574 3.213 -2.161 0.0720
H -1.342 3.879 -0.557 0.0659
H -4.758 3.250 -1.678 0.0997
H -6.109 1.274 -0.990 0.1092
H -5.045 -0.408 0.528 0.0831
H -1.585 -0.148 5.128 0.0937
H -0.822 1.908 6.347 0.1007
H -0.809 4.074 5.127 0.1016
H -2.651 4.685 2.264 0.0835
H -1.081 4.317 1.582 0.0539
H -1.185 5.296 3.060 0.0716
H -1.493 -3.551 2.976 0.0926
H 0.692 -4.712 3.449 0.1088
H 2.753 -3.337 3.506 0.1090
H 3.489 -0.707 2.248 0.0638
H 3.566 -0.971 3.992 0.0736
H 2.636 0.396 3.319 0.0654
Br -4.979 -5.946 -0.297 0.6919
C -3.077 -5.814 -0.242 -0.6766
C -2.326 -6.964 -0.417 -0.1389
C -0.945 -6.867 -0.386 -0.0741
C -0.343 -5.637 -0.194 -0.0101
C -1.114 -4.494 -0.022 -0.1183
C -2.500 -4.579 -0.036 -0.0836
C -0.417 -3.158 0.143 -0.6661
O 0.800 -3.114 0.164 0.0608
O -1.202 -2.152 0.253 -0.4798
H -2.814 -7.912 -0.583 0.0930
H -0.343 -7.754 -0.520 0.1016
H 0.730 -5.530 -0.179 0.1183
H -3.092 -3.684 0.101 0.1036
C -3.931 2.920 -4.541 -0.0400
C -3.617 1.467 -4.873 -0.5063
C -4.845 0.733 -5.403 -0.0431
O -3.133 0.823 -3.692 -0.3222
P -1.994 -0.333 -3.889 0.0087
S -0.704 0.179 -5.255 0.2790
S -1.531 -1.018 -1.989 0.4790
O -2.822 -1.582 -4.490 -0.3399
C -3.660 -2.576 -3.891 -0.4550
C -4.488 -2.070 -2.718 -0.0762
C -2.838 -3.800 -3.503 -0.0471
H -4.174 3.459 -5.454 0.0809
H -3.067 3.384 -4.073 0.0727
H -4.779 2.968 -3.864 0.0624
H -2.819 1.436 -5.632 0.0619
H -5.603 0.663 -4.625 0.0776
H -4.564 -0.268 -5.719 0.0700
H -5.260 1.270 -6.254 0.0783
H -4.338 -2.847 -4.716 0.1397
H -3.844 -1.876 -1.866 0.0136
H -5.226 -2.822 -2.450 0.0795
H -4.996 -1.147 -2.987 0.0643
H -2.131 -3.535 -2.723 0.0382
H -2.280 -4.164 -4.363 0.0854
H -3.497 -4.586 -3.140 0.0740
```

Summary:
Energy relative to the best compared isomer or geometry (same formula, charge and spin)   233.8 kJ/mol
Net charge   -1
Strongest force on any atom   1.9 eV Å⁻¹
LUMO level   2.247 eV


Entry 4:
Molecular formula: C45H47BaN3OP2Te
Method: DFT, ωB97M-V/def2-TZVPD

Structure (XYZ):
```
100
Properties=species:S:1:pos:R:3:lowdin_charge:R:1
Ba -0.459 -1.631 -1.398 1.7034
C -4.362 -0.282 0.075 -0.2736
P -3.201 -1.598 0.561 0.7952
C -3.050 -1.282 2.353 -0.2699
C -4.234 -3.118 0.513 -0.3924
C -5.485 -3.076 1.125 -0.0976
C -6.318 -4.178 1.152 -0.0626
C -5.900 -5.359 0.566 -0.0621
C -4.658 -5.419 -0.041 -0.0924
C -3.809 -4.315 -0.087 -0.3899
P -2.171 -4.474 -0.918 0.7820
C -2.399 -5.879 -2.059 -0.2956
C -1.148 -5.236 0.393 -0.2757
H -5.212 -0.194 0.754 0.0436
H -4.743 -0.461 -0.931 0.0514
H -3.822 0.668 0.069 0.0197
H -4.015 -1.288 2.863 0.0459
H -2.591 -0.299 2.485 0.0210
H -2.410 -2.028 2.823 0.0395
H -5.816 -2.158 1.589 0.0951
H -7.286 -4.112 1.629 0.1119
H -6.538 -6.231 0.580 0.1112
H -4.351 -6.351 -0.493 0.0905
H -2.606 -6.827 -1.561 0.0415
H -1.481 -6.002 -2.635 0.0366
H -3.207 -5.666 -2.759 0.0511
H -1.621 -6.128 0.809 0.0519
H -0.986 -4.526 1.204 0.0305
H -0.173 -5.509 -0.012 0.0394
C 2.371 -3.792 -4.889 -0.0232
C 1.294 -3.459 -4.050 -0.1204
N 1.441 -3.197 -2.768 -0.0097
C 2.678 -3.213 -2.232 -0.1537
C 3.814 -3.542 -2.993 -0.1360
C 3.629 -3.833 -4.354 0.0067
C 5.112 -3.599 -2.382 -0.0084
C 5.265 -3.361 -1.064 -0.0094
C 4.135 -3.016 -0.247 -0.1367
C 4.264 -2.792 1.137 0.0092
C 3.168 -2.443 1.880 -0.0380
C 1.941 -2.288 1.216 -0.1329
N 1.791 -2.527 -0.072 -0.0346
C 2.857 -2.903 -0.812 -0.1553
H 2.191 -4.007 -5.932 0.1137
H 0.287 -3.421 -4.448 0.1163
H 4.482 -4.090 -4.968 0.1254
H 5.958 -3.854 -3.004 0.1212
H 6.235 -3.421 -0.593 0.1203
H 5.235 -2.896 1.602 0.1260
H 3.229 -2.259 2.941 0.1149
H 1.062 -1.975 1.769 0.1137
C -0.429 8.058 3.466 -0.0447
C -0.499 6.729 2.780 -0.2618
C -1.575 5.878 2.961 -0.0114
C -1.647 4.646 2.320 -0.3296
C -2.851 3.791 2.561 -0.0990
C -0.599 4.250 1.484 -0.3998
Te -0.758 2.358 0.520 1.6114
N -0.483 0.887 -1.316 -0.3573
C 0.097 0.893 -2.470 -0.7197
O 0.218 -0.218 -3.161 -0.3950
C 0.698 2.096 -3.100 -0.1886
C 0.115 3.348 -2.952 -0.0615
C 0.689 4.460 -3.544 -0.0770
C 1.865 4.329 -4.268 -0.0784
C 2.448 3.079 -4.420 -0.0717
C 1.858 1.963 -3.853 -0.0274
C 1.134 1.670 1.169 -0.4201
C 2.135 1.414 0.243 -0.1343
C 3.390 1.000 0.656 -0.0781
C 3.643 0.845 2.009 -0.0922
C 2.641 1.091 2.929 -0.0483
C 1.368 1.506 2.531 -0.3091
C 0.343 1.799 3.578 -0.0648
C 0.486 5.105 1.258 -0.2889
C 1.621 4.777 0.344 -0.0543
C 0.514 6.328 1.920 -0.0085
H -1.266 8.201 4.146 0.0760
H -0.446 8.873 2.741 0.0861
H 0.493 8.156 4.038 0.0841
H -2.384 6.180 3.615 0.1166
H -3.555 4.307 3.212 0.0796
H -2.592 2.842 3.040 0.0576
H -3.380 3.540 1.639 0.0645
H -0.805 3.453 -2.389 0.0883
H 0.222 5.430 -3.441 0.1076
H 2.323 5.196 -4.722 0.1046
H 3.359 2.977 -4.993 0.1038
H 2.289 0.981 -3.994 0.1130
H 1.948 1.572 -0.807 0.0836
H 4.166 0.825 -0.076 0.1098
H 4.622 0.536 2.351 0.1085
H 2.842 0.974 3.987 0.1136
H 0.666 1.418 4.543 0.0824
H -0.628 1.350 3.343 0.0470
H 0.173 2.873 3.673 0.0839
H 1.304 4.225 -0.542 0.0469
H 2.375 4.170 0.848 0.0860
H 2.103 5.694 0.006 0.0856
H 1.352 6.991 1.749 0.1224
```

Summary:
Energy relative to the best compared isomer or geometry (same formula, charge and spin)   28.3 kJ/mol
2S+1   2
Net charge   +1
Strongest force on any atom   1.5 eV Å⁻¹
LUMO level (alpha / beta)   -2.618 / -2.816 eV
⟨S²⟩   0.76